1.
16
Properties=species:S:1:pos:R:3:forces:R:3:mulliken_charge:R:1 method="wB97M-V/def2-TZVPD" lumo_ev=0.7 e_tot_ha=-383.68607 homo_lumo_gap_ev=9.167 multiplicity=1 smiles="O[C@H]1C=C[C@H]2C[C@@]12O"
O 1.87041 0.34896 0.46946 5.3 -2.0 -0.9 -0.58
C 0.91239 0.26999 -0.60375 0.0 1.7 2.9 0.79
C 0.86194 -1.22092 -0.71220 -4.0 0.2 -3.3 -0.74
C -0.48214 -1.57813 -0.76284 4.0 -2.8 -0.6 -0.48
C -1.40275 -0.56846 -0.27955 -3.1 3.2 -2.2 -0.29
C -1.11215 -0.33807 1.10936 3.6 1.5 1.9 -0.70
C -0.41298 0.64782 0.11920 -1.6 -0.9 0.1 0.17
O -0.65773 2.00914 0.47794 1.1 1.0 -6.0 -0.55
H 2.75090 -0.41217 0.24408 -4.0 3.8 1.0 0.33
H 0.99160 1.16362 -1.43996 0.5 -2.6 1.4 0.20
H 1.75677 -1.85312 -0.87032 -0.9 0.4 0.0 0.27
H -0.61395 -2.68911 -0.86421 -0.8 1.2 0.3 0.29
H -2.47136 -0.22846 -0.70944 2.6 -1.4 0.9 0.30
H -0.17372 -0.79302 1.44351 -1.1 -1.1 0.7 0.32
H -1.71287 0.10111 1.89714 -0.3 0.1 -0.5 0.29
H -0.41468 2.57293 -0.50136 -1.2 -2.1 4.4 0.37

---

2.
51
Properties=species:S:1:pos:R:3:forces:R:3:lowdin_spin:R:1 method="wB97M-V/def2-TZVPD" lumo_ev="1.9 / 1.8" e_tot_ha=-2475.22585 homo_lumo_gap_ev="6.228 / 5.868" total_charge=-1 multiplicity=2
Re 0.16806 0.59177 -0.34633 1.9 0.5 0.2 0.89
N -2.92344 0.53717 -0.29003 -0.3 0.0 0.1 0.03
C -2.98354 0.94257 -1.68633 -0.2 0.2 -0.1 0.00
C -2.14804 2.21627 -1.82663 -0.6 -0.4 -0.3 0.02
O -2.63484 3.21167 -2.36273 -0.1 0.0 -0.1 0.03
N -0.93664 2.14767 -1.26673 0.6 -0.7 0.5 0.05
C -0.27024 3.40877 -1.06673 0.3 0.5 0.8 0.00
C 0.21116 3.46987 0.42837 -0.7 1.6 -2.0 0.00
O 0.35676 4.55647 0.96197 0.2 0.2 0.3 -0.01
O 0.41946 2.33677 0.94017 0.0 -2.2 0.7 0.00
H -3.28854 1.27517 0.30597 0.0 -0.2 0.0 0.00
H -3.45114 -0.31083 -0.12443 -0.1 0.0 0.0 0.00
H -2.55744 0.13817 -2.29043 -0.1 0.1 -0.1 0.00
H -4.00014 1.16987 -2.04533 0.3 0.0 0.0 0.00
H 0.63496 3.47497 -1.68613 -0.1 0.1 0.1 0.00
H -0.93664 4.24547 -1.30023 0.2 -0.2 0.1 0.00
C 4.70896 -0.14463 0.88007 0.0 0.0 -0.2 0.00
C 3.44936 0.16157 0.11607 -0.2 0.2 -0.2 -0.02
S 2.00816 -0.44053 0.88327 -1.0 0.5 -0.7 0.00
C 3.42146 0.83737 -1.05303 -0.2 0.2 0.2 0.01
C 4.64686 1.25457 -1.81623 -0.1 -0.1 0.1 0.00
S 1.93806 1.26337 -1.86663 -0.9 -1.0 1.0 -0.10
H 4.44596 -0.37193 1.91117 0.1 0.0 0.0 0.00
H 5.39056 0.70547 0.87327 0.1 0.0 0.0 0.00
H 5.22656 -1.00533 0.45417 0.1 -0.1 0.0 0.00
H 5.49446 1.42387 -1.15783 0.1 0.0 0.0 0.00
H 4.44286 2.16117 -2.38183 0.1 0.1 0.0 0.00
H 4.91076 0.46917 -2.52733 0.1 0.0 -0.1 0.00
S -1.88674 -3.15983 1.60237 0.2 0.4 -0.1 0.01
C -1.50944 -2.11203 2.94257 0.0 0.2 -0.4 0.00
C -1.62114 -2.37483 4.29377 0.0 0.0 0.2 0.00
C -1.24964 -1.38273 5.18177 -0.1 -0.1 0.1 0.00
C -0.79304 -0.14763 4.72237 0.0 0.1 0.0 0.00
C -0.66374 0.11497 3.37307 0.0 0.0 -0.2 0.00
C -1.01154 -0.88283 2.46437 -0.2 -0.5 1.1 0.00
N -0.90954 -0.81783 1.10837 0.4 0.1 -1.6 0.02
C -1.30304 -1.91653 0.51077 0.0 0.1 1.1 0.02
C -1.16974 -2.07013 -0.89853 0.3 0.3 -0.9 0.01
C -1.71894 -3.15853 -1.58143 0.0 0.2 0.3 0.00
C -1.56284 -3.25353 -2.94353 -0.1 -0.1 -0.1 0.01
C -0.83194 -2.27283 -3.61273 0.0 -0.1 0.0 0.00
C -0.27184 -1.21273 -2.92723 0.1 0.2 0.0 0.01
C -0.42924 -1.03773 -1.54453 -0.5 -0.3 0.2 0.00
H -1.97774 -3.33373 4.63637 -0.1 -0.1 0.1 0.00
H -1.31604 -1.57083 6.24497 0.0 0.0 0.0 0.00
H -0.53324 0.61607 5.44077 0.1 0.1 0.0 0.00
H -0.29524 1.05477 2.98837 0.1 0.2 0.0 0.00
H -2.27774 -3.90003 -1.02223 0.0 -0.1 -0.1 0.00
H -2.00234 -4.08263 -3.48143 0.0 0.0 -0.1 0.00
H -0.70714 -2.35003 -4.68433 0.0 0.0 -0.1 0.00
H 0.29806 -0.47463 -3.47333 0.1 0.1 -0.1 0.00